(1)
Density functional theory data (the ωB97M-V functional and the def2-TZVPD basis) for a cluster of 2 separate species, C3H9NO in total in a non-equilibrium geometry.

Atoms and positions in Å:
1 N -0.357 -1.539 -0.445
2 C 1.003 -1.392 0.100
3 C 1.895 0.934 -0.355
4 C 1.248 0.055 0.452
5 H -0.364 -1.498 -1.468
6 H -0.865 -2.293 -0.100
7 H 1.676 -1.773 -0.647
8 H 1.178 -2.032 1.083
9 H 2.581 1.555 0.289
10 H 1.612 1.047 -1.494
11 H 0.892 0.479 1.345
12 H -2.774 1.819 0.216
13 H -4.291 2.225 0.324
14 O -3.435 2.413 0.700

The spin multiplicity is 2. The calculation puts the relative energy (zero: lowest compared OMol25 entry of this formula, charge and spin) at 2.225 eV. As for the highest occupied orbital energy (alpha / beta): 0.033 / -0.094 Ha. The expectation value of S² is 0.75. As for the gap between HOMO and LUMO (alpha / beta): 2.8 / 6.1 eV. Its net charge is -1. For the calculated total energy, the calculation gives -249.554437 a.u. The value obtained for the LUMO energy (alpha / beta) is 3.716 / 3.553 eV.

These are the Löwdin partial charges, in e, on atoms 1 to 4: -0.072 -0.425 -0.228 -0.383

=====

(2)
Density functional theory data (the ωB97M-V functional and the def2-TZVPD basis) for a cluster of 2 separate species, C3H9NO in total in a non-equilibrium geometry.

Atoms and positions in Å:
1 C 1.844 -0.111 -1.677
2 C 0.584 -0.213 -1.222
3 N 0.179 0.260 -0.026
4 C -1.028 1.096 0.212
5 H 2.750 0.324 -1.272
6 H 2.106 -0.764 -2.515
7 H 0.020 -0.851 -1.758
8 H 0.973 0.724 0.485
9 H -1.741 0.865 -0.746
10 H -1.475 0.904 1.224
11 H -0.902 2.197 0.310
12 H -0.711 -1.560 2.967
13 H -1.095 -1.298 1.589
14 O -1.504 -1.573 2.430

As for the SMILES: C=CNC.O. The calculation puts the relative energy (zero: lowest compared OMol25 entry of this formula, charge and spin) at 2.319 eV. As for the highest occupied orbital energy: -0.311 Ha. As for the gap between HOMO and LUMO: 9.3 eV. For the calculated total energy, the calculation gives -249.628468 a.u. The value obtained for the LUMO energy is 0.876 eV.

These are the Löwdin partial charges, in e, on atoms 1 to 4: -0.007 -0.289 -0.123 -0.111

=====

(3)
Density functional theory data (the ωB97M-V functional and the def2-TZVPD basis) for a cluster of 2 separate species, C3H9NO in total in a non-equilibrium geometry.

Atoms and positions in Å:
1 C -0.383 -1.388 1.253
2 C 0.594 -0.327 0.525
3 C 1.125 0.169 -1.730
4 N 0.224 -0.189 -0.860
5 H -1.494 -1.124 1.334
6 H -0.314 -2.576 1.001
7 H 0.003 -1.478 2.349
8 H 1.604 -0.734 0.551
9 H 0.699 0.517 1.318
10 H 2.164 0.224 -1.430
11 H 0.994 0.768 -2.648
12 H -1.647 1.335 -0.888
13 H -1.451 2.710 -0.211
14 O -2.119 2.092 -0.565

As for the SMILES: C=NCC.O. The calculation puts the relative energy (zero: lowest compared OMol25 entry of this formula, charge and spin) at 2.786 eV. As for the highest occupied orbital energy: -0.363 Ha. As for the gap between HOMO and LUMO: 10.3 eV. For the calculated total energy, the calculation gives -249.611324 a.u. The value obtained for the LUMO energy is 0.447 eV.

These are the Löwdin partial charges, in e, on atoms 1 to 4: -0.136 -0.316 -0.026 -0.064